Entry 1:
{
  "formula": "H34N5O11S",
  "method": "ωB97M-V/def2-TZVPD",
  "largest_force_ha_per_bohr": 0.040,
  "multiplicity": 2,
  "orbital_gap_ha": [0.3665, 0.1270],
  "charge": 4,
  "symbols": ["N", "H", "H", "H", "H", "N", "H", "H", "H", "H", "N", "H", "H", "H", "H", "N", "H", "H", "H", "H", "N", "H", "H", "H", "H", "S", "O", "O", "O", "O", "O", "H", "H", "O", "H", "H", "O", "H", "H", "O", "H", "H", "O", "H", "H", "O", "H", "H", "O", "H", "H"],
  "coordinates": [[-1.16705, -1.81467, 2.64000], [-2.17005, -1.93183, 2.65933], [-1.04206, -0.91551, 3.08269], [-0.86939, -1.74268, 1.67755], [-0.72860, -2.62955, 3.04476], [2.41069, 1.52529, -2.13315], [1.66494, 1.06591, -1.63024], [2.71003, 1.07050, -2.98384], [3.27131, 1.50224, -1.60503], [2.19184, 2.50400, -2.25285], [-1.91414, 1.94733, 2.01449], [-1.74825, 2.45943, 2.86910], [-1.10950, 1.36930, 1.81817], [-1.94848, 2.63347, 1.27413], [-2.66580, 1.31088, 2.23814], [-2.21781, 2.36184, -2.24121], [-1.90328, 3.07788, -2.88032], [-1.41331, 1.98423, -1.76132], [-2.61514, 1.65532, -2.84377], [-2.92279, 2.70126, -1.60255], [-0.85197, -3.14797, -1.07477], [-0.37019, -3.78651, -0.45812], [-0.85165, -2.24542, -0.62143], [-1.80487, -3.37271, -1.32288], [-0.38913, -3.07583, -1.96956], [0.00847, 0.19698, -0.06225], [1.22813, -0.59149, -0.34001], [-1.03447, -0.78548, 0.19353], [0.17044, 1.03960, 1.14639], [-0.26288, 1.05627, -1.23905], [2.45124, -2.20851, -2.18887], [2.15152, -1.56656, -1.54522], [1.69030, -2.35939, -2.74962], [2.35304, 0.39534, 3.57645], [1.63133, 0.59210, 2.97924], [2.47954, -0.55011, 3.49674], [3.50333, 0.42364, 0.24964], [2.73122, -0.14199, 0.23774], [3.72717, 0.50471, 1.17676], [1.63899, -2.00443, 1.74517], [1.58646, -1.43302, 0.97903], [1.45782, -2.88029, 1.40418], [1.35993, 3.08547, 1.85457], [0.76355, 2.36535, 1.64970], [2.07659, 2.98939, 1.22735], [-3.43197, -0.08646, -0.81612], [-2.50291, -0.20356, -0.61771], [-3.86498, -0.11453, 0.03707], [-1.54076, -0.74581, -2.73578], [-1.00741, -1.31027, -3.29540], [-0.90902, -0.17315, -2.30083]]
}

Entry 2:
{
  "formula": "H34N6O17S3Zn",
  "method": "ωB97M-V/def2-TZVPD",
  "largest_force_ha_per_bohr": 0.101,
  "orbital_gap_ha": 0.0553,
  "charge": 2,
  "e_above_lowest_kcal_mol": 0.0,
  "symbols": ["Zn", "N", "H", "H", "H", "H", "N", "H", "H", "H", "H", "N", "H", "H", "H", "H", "N", "H", "H", "H", "H", "N", "H", "H", "H", "H", "N", "H", "H", "H", "H", "S", "O", "O", "O", "O", "S", "O", "O", "O", "O", "S", "O", "O", "O", "O", "O", "H", "H", "O", "H", "H", "O", "H", "H", "O", "H", "H", "O", "H", "H"],
  "coordinates": [[17.05228, -11.08052, 6.38545], [17.25144, -17.24622, 10.97621], [17.32043, -17.44223, 11.96461], [17.63721, -16.32280, 10.83991], [16.29903, -17.24496, 10.64006], [17.80307, -17.97737, 10.55051], [17.96838, -17.11432, 6.87275], [18.28366, -18.05048, 7.08326], [18.45153, -16.34296, 7.31055], [16.97885, -16.93391, 6.96432], [18.16773, -16.93491, 5.89900], [17.82182, -8.60687, 10.22267], [18.56421, -8.70245, 10.90077], [17.86326, -7.71417, 9.75207], [16.90721, -8.81935, 10.59476], [18.08807, -9.38476, 9.63607], [19.27733, -11.99322, 13.88600], [19.24514, -12.20531, 14.87296], [19.61268, -11.09018, 13.58244], [18.31341, -11.85049, 13.62036], [19.71429, -12.71784, 13.33454], [22.55808, -10.55761, 9.02971], [21.75867, -11.05883, 9.39002], [22.51153, -10.40777, 8.03197], [23.35779, -11.13462, 9.24794], [22.61493, -9.70848, 9.57365], [14.23927, -13.06559, 10.63680], [14.10188, -13.49646, 9.73371], [14.05284, -12.08259, 10.49872], [15.16011, -13.19760, 11.03014], [13.58005, -13.35511, 11.34511], [21.77959, -8.29816, 12.85646], [21.72642, -7.03194, 13.58091], [22.26315, -8.00277, 11.49343], [22.63659, -9.27545, 13.59205], [20.46681, -8.89678, 12.73952], [13.56432, -9.20559, 7.54073], [13.60113, -7.73670, 7.49567], [14.97265, -9.54515, 7.40876], [13.08180, -9.66053, 8.85537], [12.76674, -9.80311, 6.49288], [18.65031, -13.06184, 9.78670], [19.76936, -12.37813, 10.40013], [17.73985, -13.47567, 10.80788], [18.00511, -12.13232, 8.86136], [18.99317, -14.27445, 9.05489], [15.22154, -13.14054, 5.91544], [14.82145, -12.86908, 5.08933], [14.63376, -13.81456, 6.25669], [22.90460, -15.30599, 9.94730], [23.36452, -14.63976, 9.43659], [21.98353, -15.04929, 9.90250], [19.09944, -12.57649, 4.99282], [19.14541, -13.52294, 4.85737], [19.96302, -12.25480, 4.73402], [19.09389, -9.04902, 6.61972], [19.98354, -9.38935, 6.52528], [19.17385, -8.11345, 6.43385], [21.56349, -14.28421, 6.83550], [21.54466, -13.44862, 6.36895], [20.80805, -14.24854, 7.42225]]
}

Entry 3:
{
  "formula": "H34O17",
  "method": "ωB97M-V/def2-TZVPD",
  "largest_force_ha_per_bohr": 0.098,
  "orbital_gap_ha": 0.3755,
  "charge": 0,
  "e_above_lowest_kcal_mol": 95.7,
  "symbols": ["O", "H", "H", "O", "H", "H", "O", "H", "H", "O", "H", "H", "O", "H", "H", "O", "H", "H", "O", "H", "H", "O", "H", "H", "O", "H", "H", "O", "H", "H", "O", "H", "H", "O", "H", "H", "O", "H", "H", "O", "H", "H", "O", "H", "H", "O", "H", "H", "O", "H", "H"],
  "coordinates": [[0.18895, 1.66084, 0.58182], [0.20732, 2.60213, 0.34883], [-0.79663, 1.50979, 0.73103], [-2.24742, -1.78624, 3.40865], [-1.79447, -2.15577, 4.17826], [-3.00320, -1.28011, 3.68818], [1.49416, -4.42387, 1.80833], [1.54298, -5.31564, 2.16789], [2.32244, -4.38147, 1.31260], [2.58097, 2.38961, -1.98806], [3.05166, 3.21331, -1.80242], [3.15473, 1.67271, -1.71199], [-1.31379, 0.06709, 1.82784], [-1.78783, -0.76158, 1.65384], [-0.51367, -0.35564, 2.19468], [1.93073, 0.53272, -5.54241], [2.04721, 1.11867, -4.78668], [1.05503, 0.15965, -5.46089], [-2.55457, 3.71920, 2.88667], [-3.05493, 3.45250, 3.65047], [-1.60278, 3.65278, 2.83310], [-2.59893, -4.44184, -2.49123], [-3.08541, -3.63682, -2.29466], [-2.05752, -4.49876, -1.69349], [1.21511, -0.94540, 2.71100], [2.12103, -0.80956, 2.40449], [1.09994, -1.90788, 2.65164], [-3.04562, -4.56278, 1.32723], [-2.98481, -5.34175, 0.90687], [-2.66272, -4.69998, 2.19650], [3.34138, -1.00990, -0.60908], [4.26250, -0.94553, -0.32747], [3.42538, -0.71986, -1.51289], [-0.92098, -2.21217, -4.81314], [-1.53469, -1.48005, -4.79335], [-0.98867, -2.56864, -3.92406], [0.70602, 4.37252, 2.02985], [1.65823, 4.27716, 1.98250], [0.41883, 5.27327, 1.90721], [0.71711, 3.31217, -4.04430], [-0.14016, 3.46749, -3.65671], [1.11750, 2.61135, -3.52188], [-2.65223, -1.91094, -0.76207], [-2.25930, -1.02292, -0.68658], [-3.52122, -1.68419, -0.40693], [0.52917, 0.38853, 4.64992], [1.44980, 0.50056, 4.33431], [0.14300, 0.58812, 3.78688], [2.02085, 5.00361, -2.53873], [1.40351, 5.16974, -1.82507], [1.91600, 4.14377, -2.96649]]
}